Formula: C27H28Cl2IrN3O2S2
Source: OMol25
Level of theory: wB97M-V/def2-TZVPD

Structure (XYZ):
```
65
Properties=species:S:1:pos:R:3:forces:R:3:mulliken_spin:R:1
Ir 0.17793 0.41435 -1.37088 0.2 -0.9 -1.4 0.00
C 1.92696 0.73544 -3.76874 0.1 0.0 0.0 0.00
C 2.80670 0.76360 -2.54002 0.0 0.0 0.0 0.00
N 2.21361 -0.08441 -1.46032 -0.2 0.2 0.5 0.00
C 2.47667 -1.55415 -1.57207 0.0 -0.1 -0.1 0.00
C 1.53387 -2.29939 -2.50613 0.0 -0.1 0.0 0.00
S -0.17268 -1.63936 -2.43655 0.2 0.4 0.1 0.00
C -0.46064 -1.10215 -4.16754 -0.1 0.0 0.0 0.00
C -0.47613 0.41847 -4.29872 0.0 -0.1 0.0 0.00
N 0.51751 1.03684 -3.37599 -0.2 0.4 0.7 0.01
H 1.94777 -0.24005 -4.24787 0.0 0.0 0.0 0.00
H 2.27517 1.45895 -4.50631 0.0 0.0 0.0 0.00
H 2.86209 1.78216 -2.15204 0.0 0.0 0.0 0.00
H 3.82353 0.43670 -2.76340 0.0 0.0 -0.1 0.00
H 2.66730 0.20671 -0.59664 0.1 -0.1 0.0 0.00
H 2.38654 -1.96030 -0.56714 0.0 0.0 0.0 0.00
H 3.50758 -1.71776 -1.89386 0.0 0.0 0.0 0.00
H 1.47946 -3.33961 -2.18566 0.0 0.0 0.0 0.00
H 1.85210 -2.30439 -3.54593 0.1 0.1 0.0 0.00
H -1.42600 -1.50521 -4.46942 0.0 0.0 0.0 0.00
H 0.29472 -1.59390 -4.77743 0.0 0.1 0.0 0.00
H -1.45316 0.80251 -4.02668 0.0 0.0 0.0 0.00
H -0.27163 0.70772 -5.33171 0.1 0.0 0.0 0.00
H 0.38377 2.04602 -3.39284 0.0 0.0 -0.2 0.00
Cl -4.52141 1.87902 -2.45384 0.0 0.0 0.0 0.05
C -3.45969 2.64098 -1.38106 0.0 0.0 0.0 0.11
C -3.82959 3.77489 -0.67909 0.0 0.0 0.0 -0.06
C -2.95911 4.38068 0.22223 0.0 -0.1 0.0 0.21
Cl -3.46179 5.75115 1.05763 0.0 0.0 0.0 0.10
C -1.63153 3.85560 0.45309 0.0 0.0 0.0 0.00
C -0.71109 4.36308 1.38224 0.0 0.0 0.0 0.03
C 0.51168 3.74308 1.51138 0.0 0.0 0.0 0.02
C 0.82219 2.65161 0.70089 0.0 0.1 -0.1 -0.02
N -0.02749 2.17064 -0.20017 0.6 0.2 -0.1 0.03
C -1.24959 2.74596 -0.29770 0.0 -0.1 0.1 0.11
C -2.16059 2.08281 -1.19413 0.2 0.0 -0.1 0.18
O -1.75597 1.03082 -1.78761 -0.3 -0.2 0.7 0.24
H -4.81737 4.19209 -0.82522 0.0 0.0 0.0 0.00
H -0.96873 5.21410 1.99869 0.0 0.0 0.0 0.01
H 1.24199 4.09758 2.22496 0.0 0.0 0.0 0.00
H 1.78476 2.16404 0.77933 0.0 0.0 0.0 0.00
O -0.07723 -0.45374 0.50088 -0.9 0.3 0.0 0.00
S 0.81211 -1.21432 1.51434 0.3 0.0 -0.1 0.00
C 0.41026 -0.52670 3.08044 -0.1 0.1 0.0 0.00
C 1.47167 -0.16145 3.89861 0.0 0.0 0.0 0.00
C 1.19162 0.35919 5.15616 0.0 0.0 0.0 0.00
C -0.12559 0.51834 5.55807 0.0 0.0 0.0 0.00
C -1.17875 0.14614 4.72264 0.0 0.0 0.0 0.00
C -0.91876 -0.38400 3.47327 0.0 -0.1 0.0 0.00
C 0.09580 -2.83437 1.58502 0.0 0.0 0.0 0.00
C -1.08204 -3.12868 0.91556 0.0 0.0 0.0 0.00
C -1.59795 -4.41356 1.02637 0.0 0.0 0.0 0.00
C -0.93824 -5.36740 1.78882 0.0 0.0 0.0 0.00
C 0.24598 -5.05281 2.44639 0.0 0.0 0.0 0.00
C 0.77948 -3.77897 2.34288 0.0 0.0 0.0 0.00
H 2.49632 -0.29355 3.57243 0.0 0.0 0.0 0.00
H 2.00172 0.63058 5.81893 0.0 0.0 0.0 0.00
H -0.33941 0.93315 6.53409 0.0 0.0 0.0 0.00
H -2.20036 0.24675 5.06320 0.0 0.0 0.0 0.00
H -1.72460 -0.69939 2.82229 0.0 0.0 0.0 0.00
H -1.59456 -2.36928 0.34080 0.0 0.0 0.0 0.00
H -2.52253 -4.66554 0.52499 0.0 0.0 0.0 0.00
H -1.34677 -6.36543 1.87107 0.0 0.0 0.0 0.00
H 0.75642 -5.80121 3.03669 0.0 0.0 0.0 0.00
H 1.70573 -3.53071 2.84835 0.0 0.0 0.0 0.00
```
Forces are in eV/Å.

Results
Relative energy (zero: lowest compared OMol25 entry of this formula, charge and spin): 17.9 kcal per mole
Total charge: +3
Kohn-Sham gap (spin up / spin down): 7.4 / 5.5 eV
F_max: 1.65 eV/A
Electronic energy: -3180.620944 Eh
Spin multiplicity: 2

Formula: C27H28Cl2N6O4Tl
Source: OMol25
Level of theory: wB97M-V/def2-TZVPD

Structure (XYZ):
```
68
Properties=species:S:1:pos:R:3:forces:R:3:lowdin_charge:R:1
Tl 0.32225 0.57599 0.29959 0.1 0.4 -0.3 1.06
Cl 5.02101 1.90286 -4.66634 0.0 0.0 0.0 0.62
C 4.08424 2.10764 -3.21372 0.0 0.0 0.0 -0.69
C 3.58603 0.97543 -2.58192 0.0 0.0 0.0 -0.04
C 2.83320 1.09486 -1.42392 0.0 0.0 0.0 -0.21
N 2.28830 0.02243 -0.71274 0.0 -0.2 -0.1 0.01
C 2.85186 -1.17895 -0.65599 0.0 0.0 0.0 -0.48
O 3.80758 -1.62454 -1.29731 0.0 0.0 0.0 0.02
C 2.22931 -2.08545 0.39973 0.0 0.0 0.0 -0.20
C 2.73615 -3.36583 0.56654 0.0 0.0 0.0 -0.01
C 2.17548 -4.18393 1.53277 0.0 0.0 0.0 -0.06
C 1.12066 -3.70647 2.29468 0.0 0.0 0.0 -0.06
C 0.66856 -2.42058 2.05616 0.0 0.0 0.0 -0.14
N 1.22075 -1.62675 1.14431 0.0 0.0 0.0 0.05
C 2.57909 2.38293 -0.87954 0.0 0.0 0.0 -0.21
C 3.09434 3.50257 -1.52200 0.0 0.0 0.0 -0.04
C 3.83970 3.36199 -2.68538 0.0 0.0 0.0 -0.69
Cl 4.46098 4.79709 -3.45004 0.0 0.0 0.0 0.63
N 1.82052 2.39233 0.28487 -0.1 0.1 0.0 0.02
C 1.79669 3.38947 1.15439 0.0 0.0 0.0 -0.48
O 2.32633 4.50537 1.10555 0.0 0.0 0.0 0.01
C 1.03051 3.03755 2.42892 0.0 -0.1 0.0 -0.19
C 0.86180 4.01531 3.40182 0.0 0.0 0.0 0.00
C 0.19794 3.69207 4.57010 0.0 0.0 0.0 -0.06
C -0.27440 2.39813 4.74163 0.0 0.0 0.0 -0.06
C -0.06691 1.48746 3.72167 0.0 0.0 0.0 -0.14
N 0.56906 1.79557 2.59382 -0.1 0.0 0.0 0.05
H 3.80119 -0.00303 -2.98087 0.0 0.0 0.0 0.10
H 3.55132 -3.67609 -0.07063 0.0 0.0 0.0 0.11
H 2.54996 -5.18890 1.68401 0.0 0.0 0.0 0.10
H 0.63833 -4.31720 3.04469 0.0 0.0 0.0 0.11
H -0.18162 -2.02110 2.59369 0.0 0.0 0.0 0.11
H 2.92537 4.48089 -1.10129 0.0 0.0 0.0 0.10
H 1.26316 4.99836 3.20263 0.0 0.0 0.0 0.11
H 0.04833 4.43751 5.34128 0.0 0.0 0.0 0.10
H -0.79804 2.09835 5.63902 0.0 0.0 0.0 0.10
H -0.43065 0.46896 3.80479 0.0 0.0 0.0 0.10
O -3.72947 -3.30768 -0.38702 0.0 0.0 0.0 0.10
C -2.47131 -2.90722 -0.16372 -0.1 0.0 0.0 -0.50
O -1.93691 -3.02521 0.91122 -0.1 -0.2 0.1 0.08
C -1.81107 -2.23433 -1.34736 0.1 0.0 0.0 -0.27
N -2.65484 -2.34894 -2.55320 0.0 0.0 0.0 -0.02
C -1.97566 -3.23495 -3.52599 0.0 0.0 0.0 -0.19
C -0.87647 -3.93324 -2.72457 0.0 0.0 0.0 -0.16
C -0.47005 -2.87063 -1.70505 0.0 0.0 0.0 -0.12
H -1.70812 -1.16929 -1.04859 0.0 0.0 0.0 0.08
H -2.79766 -1.42692 -2.94292 0.0 0.0 0.0 0.11
H -3.86889 -3.08382 -1.33946 0.0 0.0 0.0 0.09
H -1.53763 -2.65058 -4.34025 0.0 0.0 0.0 0.11
H -2.68226 -3.94230 -3.96429 0.0 0.0 0.0 0.10
H -0.05401 -4.27107 -3.35453 0.0 0.0 0.0 0.11
H -1.28629 -4.80602 -2.20831 0.0 0.0 0.0 0.11
H 0.17880 -2.12237 -2.16895 0.0 0.0 0.0 0.12
H 0.03889 -3.27462 -0.83201 0.0 0.0 0.0 0.10
C -2.96147 0.65717 1.35589 0.0 0.0 0.0 -0.07
C -2.55841 1.39207 0.06725 0.0 0.0 0.0 -0.82
C -2.28009 2.86556 0.40703 0.0 0.0 0.0 -0.08
C -3.75058 1.33935 -0.90465 0.0 0.0 0.0 -0.08
N -1.49068 0.75216 -0.67823 0.0 -0.2 0.2 -0.20
H -3.87941 1.06478 1.79417 0.0 0.0 0.0 0.08
H -2.16419 0.75249 2.09954 0.0 0.0 0.0 0.04
H -3.10808 -0.40607 1.15857 0.0 0.0 0.0 0.07
H -3.12528 3.34074 0.91733 0.0 0.0 0.0 0.07
H -2.05704 3.41842 -0.50699 0.0 0.0 0.0 0.08
H -1.40843 2.94244 1.06252 0.0 0.0 0.0 0.05
H -4.61977 1.85984 -0.49218 0.0 0.0 0.0 0.07
H -4.02959 0.30091 -1.09998 0.0 0.0 0.0 0.07
H -3.47238 1.80706 -1.85021 0.0 0.0 0.0 0.07
```
Forces are in eV/Å.

Results
Total charge: -1
Kohn-Sham gap: 6.8 eV
F_max: 0.49 eV/A
Electronic energy: -2768.131035 Eh

Formula: C27H28ClGdOP2
Source: OMol25
Level of theory: wB97M-V/def2-TZVPD

Structure (XYZ):
```
60
Properties=species:S:1:pos:R:3:forces:R:3:mulliken_spin:R:1
Gd -0.73505 -0.41298 0.91700 0.4 -5.9 -0.7 6.53
Cl -1.38637 -2.75524 0.70672 -0.2 0.0 -0.1 0.02
C 2.26897 -1.05054 0.98495 5.1 -1.7 -1.0 0.01
O 3.36740 -1.40766 0.80684 -5.5 1.8 1.0 0.00
P -0.13259 0.05032 -1.87684 -0.1 -0.5 -0.9 0.22
C 0.48076 1.62762 -2.53292 0.4 0.6 0.6 0.00
C 0.87224 -1.28565 -2.59552 0.8 -0.5 0.6 0.04
C -1.80442 -0.27896 -2.54960 -0.6 -0.2 0.8 0.01
C 0.33233 -2.56190 -2.86654 0.1 0.4 -0.1 0.01
C 1.12646 -3.54099 -3.46163 0.2 -0.2 0.1 -0.01
C 2.49384 -3.32320 -3.67760 -0.2 0.5 0.1 0.03
C 3.06511 -2.10153 -3.27704 -0.1 -0.3 0.1 -0.01
C 2.27350 -1.10374 -2.70853 -0.4 -0.1 -0.2 0.01
H -0.70376 -2.78433 -2.60637 0.2 0.1 -0.3 0.00
H 0.68267 -4.50591 -3.73168 0.2 0.4 0.2 0.00
H 3.11855 -4.10382 -4.12789 -0.3 0.4 0.2 0.00
H 4.13846 -1.94309 -3.39218 -0.3 0.0 0.0 0.00
H 2.73084 -0.18455 -2.33740 -0.1 -0.1 -0.4 0.00
C 1.32126 2.45724 -1.73945 -0.5 -0.2 -0.4 0.00
C 1.76089 3.68220 -2.23706 -0.2 0.0 -0.5 0.00
C 1.41664 4.08355 -3.53979 -0.2 -0.4 0.1 0.00
C 0.59710 3.25440 -4.31301 -0.1 0.1 -0.2 0.00
C 0.10059 2.04817 -3.80743 0.5 0.4 0.3 0.01
H 1.61151 2.15156 -0.73036 -0.1 0.1 -0.2 0.00
H 2.36124 4.34634 -1.62971 0.1 -0.1 0.1 0.00
H 1.77760 5.03548 -3.95107 -0.2 -0.5 0.3 0.00
H 0.31428 3.54735 -5.33235 0.2 -0.1 0.5 0.00
H -0.57274 1.43303 -4.38283 0.0 0.1 -0.2 0.00
C -1.97060 -0.59493 -3.90700 -0.6 0.2 0.4 0.01
C -3.25920 -0.75593 -4.43988 0.2 -0.2 -0.1 0.00
C -4.38811 -0.71011 -3.61284 0.5 0.2 0.2 0.00
C -4.21765 -0.48534 -2.23221 -0.1 -0.1 -0.1 0.00
C -2.94704 -0.27312 -1.68960 0.4 0.0 -1.5 0.01
H -1.09593 -0.72254 -4.53432 -0.1 0.1 -0.1 0.00
H -3.35720 -0.93660 -5.52217 0.0 0.0 0.7 0.00
H -5.38801 -0.85668 -4.04338 0.5 0.1 0.3 0.00
H -5.10128 -0.47693 -1.58954 0.3 0.0 -0.2 0.00
H -2.87263 -0.11401 -0.60815 0.0 0.1 -0.1 0.01
H -0.23871 1.47041 1.17186 -4.0 2.9 -1.9 0.00
H -1.17177 1.49585 0.69983 4.0 2.7 1.9 0.02
C -1.51162 -1.66586 4.87273 -0.8 -1.0 -1.4 0.00
P -0.75797 -0.48808 3.68534 0.5 0.3 1.3 0.05
C -2.07258 0.80694 3.44996 0.2 0.2 0.0 0.01
C 0.61531 0.21067 4.65826 0.4 0.1 -0.4 0.01
C 0.47429 1.35520 5.45203 0.2 -0.5 0.0 0.00
C 1.45802 1.63061 6.40398 -0.1 0.8 0.4 0.00
C 2.59207 0.83533 6.52787 0.0 -0.2 0.1 0.00
C 2.76593 -0.24750 5.66159 0.7 -0.2 0.1 0.00
C 1.81822 -0.54512 4.70079 -1.0 0.2 -0.2 0.00
H -0.83855 -2.51194 5.06284 0.0 0.3 -0.1 0.00
H -2.45019 -2.09322 4.42535 0.8 0.4 0.4 0.00
H -1.74752 -1.17318 5.79632 0.0 0.4 0.5 0.00
H -2.55988 1.08599 4.39890 0.1 -0.1 -0.4 0.00
H -1.69946 1.73316 2.96187 -0.1 -0.5 0.5 0.00
H -2.84182 0.37342 2.78648 -0.1 0.1 0.3 0.00
H -0.39458 2.00209 5.32306 0.2 -0.2 0.3 0.00
H 1.31888 2.48601 7.08509 0.1 -0.5 -0.5 0.00
H 3.34415 1.04324 7.30531 -0.5 -0.1 -0.5 0.00
H 3.65231 -0.88766 5.75940 -0.3 0.4 -0.1 0.00
H 1.96581 -1.36336 3.97949 -0.1 0.2 0.6 0.00
```
Forces are in eV/Å.

Results
Total charge: +2
Kohn-Sham gap (spin up / spin down): 5.7 / 4.8 eV
F_max: 5.96 eV/A
Electronic energy: -3028.812426 Eh
Spin multiplicity: 8